Record 1
# C36H30BKN14O3

A structure of composition C36H30BKN14O3 (ωB97M-V/def2-TZVPD, OMol25).

Geometry as XYZ:
```
85
Properties=species:S:1:pos:R:3:forces:R:3:lowdin_charge:R:1
K 0.0931 0.9099 -0.2199 -0.2 -0.5 -0.3 0.652
O -2.1580 1.2999 3.7390 -0.1 0.0 0.1 0.023
O 2.5140 4.6577 -0.0629 0.0 0.1 0.0 0.042
O 1.5304 -1.7513 6.9134 0.0 0.0 0.0 0.053
N -0.2150 -3.1467 6.6596 0.0 0.0 0.0 0.165
N -1.7305 -0.8692 -3.2234 0.1 0.1 0.0 0.001
N 0.6629 -0.2373 -3.6446 -0.1 0.0 0.2 -0.015
N 1.3789 2.9230 0.9486 0.0 0.2 -0.1 0.077
N -1.9414 0.4025 -2.7894 0.0 -0.3 -0.1 0.073
N 1.0839 0.7501 -2.8224 0.0 0.0 -0.4 0.026
N -1.1513 2.2236 1.8625 0.0 0.0 0.1 0.098
N 1.3319 -1.7110 -1.1856 -0.3 -0.3 0.0 0.059
N 0.0859 -1.8286 -1.7147 0.1 0.1 -0.2 -0.018
N -2.6576 0.1574 0.5150 0.0 0.1 0.2 0.109
N -0.9105 -3.5712 -4.2974 0.1 0.1 0.0 0.057
N 0.0936 -0.6095 2.2563 0.1 -0.2 0.1 0.064
N -0.0050 -2.5813 -4.1131 -0.1 -0.1 0.2 -0.008
N 3.0731 1.1587 -0.3097 0.0 0.1 0.0 0.108
C 4.9902 2.0449 -2.1187 0.0 0.0 0.0 -0.072
C 0.8793 3.5393 2.0153 0.0 0.0 0.2 -0.201
C -0.1689 4.7351 4.3580 0.2 0.1 0.0 -0.092
C 1.2105 -2.9610 -4.5667 0.0 0.0 0.0 -0.101
C 1.1438 5.0596 3.9061 -0.2 0.0 0.1 -0.096
C 4.1771 2.9479 -1.4580 0.0 0.0 0.0 -0.028
C 1.0758 -0.2033 3.0608 0.0 0.1 -0.1 -0.100
C -3.0582 0.6993 1.6685 0.2 0.0 -0.1 -0.202
C -3.2056 0.6708 -3.0652 0.0 0.0 0.0 -0.186
C 0.8476 0.1111 -4.9405 -0.1 0.0 0.1 -0.097
C 1.5563 1.6988 -3.6126 0.0 0.0 0.0 -0.157
C 1.3548 -2.5392 -0.1525 0.0 0.0 0.0 -0.178
C -0.4360 3.1481 2.5240 0.0 0.0 0.1 -0.193
C -2.8615 -1.3820 -3.7638 0.1 0.0 0.0 -0.104
C 1.6410 4.4846 2.7845 0.0 0.0 -0.3 -0.027
C -0.7375 -1.5371 2.7226 0.1 0.1 0.0 -0.138
C 0.6319 -2.1787 6.2156 -0.1 0.1 -0.1 -0.491
C 1.4284 1.3535 -4.9719 0.1 0.0 0.1 -0.065
C -0.9153 3.8123 3.7006 0.0 -0.1 -0.1 -0.028
C -0.6257 -2.0871 3.9893 -0.1 0.0 0.0 -0.004
C -4.8124 -0.8578 0.2872 0.0 0.0 0.0 -0.061
C 3.8543 0.2994 -0.9608 -0.1 0.1 0.0 -0.139
C -4.3364 0.5063 2.1832 0.0 0.0 0.0 -0.016
C -3.8458 -0.4222 -3.6768 0.0 0.0 0.0 -0.090
C 0.4033 -1.6640 4.8179 0.0 -0.1 0.1 -0.130
C 2.3463 3.4644 0.1618 0.0 -0.2 0.2 -0.457
C 4.8250 0.6927 -1.8686 0.0 0.0 0.0 -0.063
C 1.0938 -4.2183 -5.1109 0.0 0.0 0.0 -0.082
C -2.0692 1.4789 2.5237 0.0 0.0 -0.1 -0.485
C -3.5180 -0.6191 -0.1442 0.1 0.1 0.1 -0.138
C -0.6391 -2.7435 -1.0305 0.0 0.1 -0.1 -0.096
C -5.2313 -0.2701 1.4713 0.0 0.0 0.0 -0.073
C -0.2580 -4.5475 -4.9085 0.0 0.0 0.0 -0.178
C 0.1386 -3.2336 -0.0110 0.0 0.1 0.1 -0.085
C 1.2735 -0.6998 4.3388 0.0 0.1 0.0 0.016
C 3.2306 2.4583 -0.5672 -0.2 0.0 0.2 -0.216
B -0.2544 -1.3736 -3.1631 0.0 0.0 0.0 -0.666
H -1.6389 -2.9974 -1.3454 0.0 0.0 0.0 0.117
H 0.5412 -0.5454 -5.7374 0.0 0.0 0.0 0.118
H 2.2359 -2.5917 0.4710 0.0 0.0 0.0 0.099
H 2.6248 4.7457 2.4196 0.0 0.0 0.0 0.106
H 1.8663 -4.8077 -5.5743 0.0 0.0 0.0 0.079
H 1.7432 5.7728 4.4590 0.0 0.0 0.0 0.094
H 5.4221 -0.0533 -2.3765 0.0 0.0 0.0 0.099
H -1.0176 -3.4413 6.1379 0.0 0.0 0.0 0.079
H -0.1363 -3.9573 0.7377 0.0 0.0 0.0 0.087
H 1.7203 1.9227 -5.8378 0.0 0.0 0.0 0.081
H -2.8646 -2.3785 -4.1678 0.0 0.0 0.0 0.089
H -0.1178 -3.4367 7.6163 0.0 0.0 0.0 0.107
H 5.7351 2.3891 -2.8259 0.0 0.0 0.0 0.102
H -0.5671 5.2197 5.2414 0.0 0.0 0.0 0.094
H -3.1560 -1.0592 -1.0644 0.0 0.0 0.0 0.075
H 1.7291 0.5663 2.6592 0.0 0.0 0.0 0.110
H 4.2426 4.0160 -1.6091 0.0 0.0 0.0 0.112
H -6.2381 -0.4263 1.8402 0.0 0.0 0.0 0.100
H -1.5371 -1.8452 2.0582 0.0 0.0 0.0 0.106
H 1.9656 2.5999 -3.1819 0.0 0.0 0.0 0.097
H -3.6117 1.6365 -2.8030 0.0 0.0 0.0 0.101
H -4.5892 0.9500 3.1358 0.0 0.0 0.0 0.111
H 2.0774 -0.3423 4.9659 0.0 0.0 0.0 0.118
H -0.7843 -5.4496 -5.1831 0.0 0.0 0.0 0.088
H 2.0641 -2.3135 -4.4574 0.0 0.0 0.0 0.119
H 3.6738 -0.7506 -0.7717 0.0 0.0 0.0 0.086
H -4.8664 -0.4995 -4.0123 0.0 0.0 0.0 0.079
H -1.8935 3.5400 4.0650 0.0 0.0 0.0 0.102
H -1.3613 -2.8214 4.2931 0.0 0.0 0.0 0.101
H -5.4688 -1.4857 -0.3008 0.0 0.0 0.0 0.100
```
Positions in Å, forces in eV/Å.

2S+1: 2
Total charge: -1
Lowest unoccupied orbital energy (alpha / beta): 2.2 / 1.1 eV
Expectation value of S²: 0.770
M: 756.64 g/mol

=====

Record 2
# C4H4IN

The molecule C4H4IN (ωB97M-V/def2-TZVPD, OMol25).

Geometry as XYZ:
```
10
Properties=species:S:1:pos:R:3:forces:R:3:lowdin_charge:R:1
I -0.6322 -2.0023 -1.2993 0.5 1.0 1.1 0.860
N -1.3864 1.5918 -2.7057 -0.8 0.6 -1.7 0.177
C 0.0087 -0.4098 -0.0110 -0.4 -1.4 -1.4 -0.704
C -0.8836 1.2621 -1.7191 0.3 -1.0 0.3 -0.355
C -0.3168 0.9259 -0.5486 0.3 2.6 1.1 -0.160
C 0.6745 -0.6890 1.2348 1.4 -1.7 2.7 -0.217
H -0.1449 1.9004 -0.0102 0.2 -1.5 0.2 0.134
H 0.0008 -1.0713 2.0517 -0.1 0.5 -0.6 0.091
H 1.3017 0.0630 1.7805 -0.8 0.2 -1.1 0.093
H 1.3782 -1.5709 1.2269 -0.6 0.7 -0.7 0.082
```
Positions in Å, forces in eV/Å.

2S+1: 3
Total charge: 0
Lowest unoccupied orbital energy (alpha / beta): 0.1 / -2.8 eV
Expectation value of S²: 2.024
M: 192.99 g/mol

=====

Record 3
# C43H88O30S5

A cluster of 12 separate species, C43H88O30S5 in total (ωB97M-V/def2-TZVPD, OMol25).

Geometry as XYZ:
```
166
Properties=species:S:1:pos:R:3:forces:R:3:lowdin_charge:R:1
S -18.1807 5.8015 13.1491 1.3 -1.9 0.5 0.521
S -25.4294 11.5877 6.2699 1.8 -3.0 -3.3 0.449
S -22.8009 15.8881 14.1953 -3.6 -1.7 1.0 0.449
S -21.3112 9.2905 16.0697 1.5 -3.4 1.2 0.456
S -26.3921 2.7103 9.6757 0.6 -3.5 -0.8 0.470
O -22.7194 9.4276 11.0079 0.1 -0.1 -0.9 0.060
O -21.6313 7.5285 11.4938 -0.5 0.1 -0.7 0.116
O -30.8680 5.3272 7.2559 0.1 1.2 0.1 0.152
O -18.3623 9.2503 10.4792 0.1 -0.5 0.4 0.080
O -28.6873 5.7584 7.3285 -0.5 2.5 0.0 0.052
O -20.7126 10.3372 15.1720 0.4 2.2 -2.3 -0.221
O -22.1069 8.0696 9.3629 0.1 0.0 -0.5 0.072
O -25.3872 3.6749 9.0735 2.3 2.3 -0.5 -0.253
O -27.2030 9.2039 11.1038 -1.0 0.6 0.9 0.091
O -23.1695 7.0975 4.1713 0.3 -0.9 1.0 -0.110
O -18.6471 5.5032 11.6839 -1.6 -1.2 -0.8 -0.270
O -25.8328 10.5502 5.3513 -0.5 0.2 0.6 -0.268
O -22.8793 2.9282 15.2434 1.0 -0.1 -0.2 -0.142
O -25.8001 2.0589 10.7965 0.0 0.1 0.9 -0.260
O -25.9451 8.8131 9.3276 0.1 0.3 0.0 0.116
O -17.0421 6.6209 12.9698 0.8 0.8 -0.1 -0.254
O -30.1654 7.3942 7.9060 0.0 -0.1 -0.3 0.071
O -24.0519 16.5741 14.1165 0.0 0.6 -0.5 -0.261
O -20.3217 9.0317 17.0621 0.1 0.3 0.4 -0.250
O -18.3461 11.2856 9.6553 0.6 1.2 0.3 0.135
O -21.7450 8.1682 15.2990 -0.7 -0.3 -0.6 -0.283
O -22.7149 14.8802 15.1915 0.6 -0.5 0.6 -0.260
O -22.4923 15.1602 12.8894 0.4 0.2 -3.8 -0.261
O -25.5622 12.9181 5.5942 -0.8 3.2 -1.2 -0.244
O -24.1000 11.4468 6.7318 1.7 0.0 1.4 -0.263
O -25.3588 8.0111 11.3155 0.2 0.0 0.3 0.091
O -18.0542 4.5442 13.8358 -0.1 0.3 0.0 -0.274
O -17.9898 9.5843 8.3062 0.3 -1.5 -0.5 0.114
O -26.8293 1.8997 8.5818 -0.2 0.3 0.2 -0.249
O -19.2994 13.1996 5.3043 0.0 0.0 -0.1 -0.124
C -24.7970 8.5954 13.6004 0.1 -0.1 0.0 -0.026
C -27.8892 6.9646 7.6896 -0.8 -0.9 0.5 -0.302
C -18.2963 7.9309 9.9584 0.4 0.0 -1.0 -0.074
C -26.8113 7.1509 6.6847 0.4 -0.1 -0.4 -0.026
C -26.5045 11.7899 7.4978 -2.0 0.2 2.4 -0.135
C -22.0972 15.1694 10.4001 0.2 0.5 -0.3 -0.072
C -22.6396 10.0474 16.7741 -1.3 1.3 0.9 -0.134
C -18.7205 14.1650 6.1620 0.2 0.3 0.7 -0.206
C -21.9940 11.3767 9.7793 -0.2 0.2 -0.2 0.002
C -24.8062 13.3129 4.4153 0.6 -0.1 -0.3 -0.213
C -28.9320 8.0946 7.7626 0.8 -0.8 0.5 -0.078
C -23.9018 3.8283 15.6726 0.1 0.3 -0.9 -0.193
C -19.7938 3.9475 10.1475 0.3 0.9 0.5 -0.049
C -21.5788 16.9678 14.3719 2.7 2.5 0.2 -0.162
C -23.0620 6.5072 6.5653 0.1 0.1 -0.8 -0.160
C -22.9391 10.2097 9.7746 -0.1 0.5 1.5 -0.278
C -22.1242 8.2627 10.6693 0.4 0.3 1.6 -0.572
C -23.7784 5.0529 14.7601 -0.8 -0.1 -0.6 -0.161
C -19.8162 4.5976 11.5480 -0.3 -0.6 -0.7 -0.218
C -27.6194 3.7356 10.1473 -2.5 1.5 0.5 -0.144
C -23.8609 5.8807 4.3624 0.1 -1.6 0.3 -0.193
C -25.8485 8.0668 12.6711 -0.8 -0.1 -0.4 -0.270
C -20.6384 12.9697 5.7040 -0.5 0.6 0.0 -0.213
C -26.1426 8.7096 10.5107 0.5 -0.8 -1.4 -0.602
C -18.1597 10.1208 9.5023 -1.7 1.3 0.1 -0.626
C -24.7728 4.7370 9.9293 0.1 -0.5 -0.5 -0.187
C -21.7165 12.1873 13.9151 0.0 0.6 0.6 -0.069
C -22.7143 9.1923 8.6797 -0.4 -0.1 0.3 -0.065
C -30.0062 6.1388 7.4439 0.0 -2.5 0.2 -0.549
C -22.6017 15.9692 11.5678 -0.4 0.0 1.2 -0.165
C -25.5852 13.1174 3.1456 -0.1 -0.3 -0.5 -0.061
C -23.1950 7.6281 5.4797 0.2 1.4 0.9 -0.213
C -23.2586 4.5872 9.9834 0.2 -0.8 -0.8 -0.054
C -17.2714 7.2854 7.6842 0.4 0.3 0.2 -0.023
C -23.3628 5.2439 5.7352 0.0 0.4 -1.1 -0.133
C -19.4532 6.6924 13.8318 -1.3 1.0 0.0 -0.141
C -21.3981 10.7175 13.9152 0.2 0.2 -0.5 -0.199
C -23.0983 4.4571 13.5257 0.9 0.3 -0.3 -0.169
C -20.8156 13.5596 7.1071 0.4 -0.1 -0.2 -0.161
C -27.1389 8.9654 12.5130 1.2 -0.6 0.7 -0.036
C -19.8719 14.7991 6.9752 0.4 -0.7 0.1 -0.142
C -22.0843 3.4882 14.1392 -1.2 -0.3 0.7 -0.158
C -18.2662 8.1743 8.4197 0.0 -1.4 -0.3 -0.284
H -24.1417 8.1533 5.6218 -0.3 0.0 0.0 0.095
H -25.2286 8.5059 14.5945 0.3 0.2 0.3 0.101
H -22.1596 15.7811 9.4884 -0.1 0.2 0.3 0.089
H -22.0833 16.9169 11.7168 0.4 -0.3 0.0 0.105
H -23.7684 6.6857 7.3822 0.0 -0.1 -0.2 0.081
H -23.0421 9.4602 17.6084 0.1 0.0 -0.5 0.096
H -24.5156 9.6294 13.3857 -0.3 0.1 0.0 0.089
H -17.4053 6.2615 8.0305 -0.2 -0.1 0.0 0.085
H -23.7569 3.8217 12.9211 -0.3 0.3 0.2 0.112
H -22.3658 12.4981 14.7400 0.1 -0.2 -0.1 0.067
H -27.3325 4.3755 10.9689 0.2 0.1 0.2 0.069
H -28.9504 8.6675 6.8337 0.0 0.2 0.2 0.139
H -20.6831 10.5424 13.1007 -0.2 -0.5 0.4 0.132
H -22.7037 5.2433 12.8611 0.1 -0.3 0.3 0.090
H -23.7111 8.8908 8.3661 0.3 -0.2 -0.8 0.109
H -21.8770 13.7260 7.3236 0.2 0.4 -0.2 0.098
H -22.7571 5.3831 10.5341 -0.3 0.1 0.0 0.055
H -21.5682 17.7438 13.6082 -0.3 -0.1 -0.1 0.079
H -23.8660 8.0255 13.5494 -0.2 -0.2 0.1 0.079
H -20.8640 11.9184 5.5983 -0.1 -0.3 0.1 0.115
H -20.6074 16.4701 14.3298 -0.2 0.0 0.4 0.101
H -27.5121 11.7896 7.0884 -0.1 -0.3 0.1 0.096
H -20.3239 6.0467 13.9520 0.1 0.1 0.1 0.063
H -23.2480 5.9056 15.1746 0.4 -0.1 0.1 0.094
H -21.7957 17.4736 15.3086 0.4 0.0 0.2 0.095
H -27.9272 4.3240 9.2796 0.0 0.0 0.0 0.072
H -19.6915 7.4893 13.1211 -0.1 0.0 0.2 0.071
H -27.5445 6.6762 8.7014 0.3 0.6 -0.4 0.138
H -22.2946 10.1053 13.7686 0.4 -0.1 0.1 0.089
H -26.9590 9.9002 13.0502 -0.4 0.0 -0.2 0.134
H -20.8045 12.7896 13.9843 -0.1 -0.2 0.1 0.096
H -20.2885 15.6657 6.4676 -0.4 -0.2 -0.3 0.105
H -19.1816 7.3829 10.2786 0.3 0.0 0.1 0.113
H -24.5222 14.3428 4.5926 -0.1 0.2 0.1 0.123
H -22.0691 11.8861 8.8021 0.1 -0.2 0.5 0.072
H -18.8233 3.4791 10.0098 0.2 0.1 -0.2 0.082
H -24.7645 5.4225 14.4445 0.0 0.0 0.3 0.096
H -22.4638 4.6482 5.5595 0.1 0.3 -0.1 0.103
H -21.0282 14.9336 10.4893 -0.5 -0.5 0.1 0.096
H -22.7651 14.3412 10.1735 0.4 -0.4 0.3 0.069
H -23.3702 10.2454 15.9904 -0.2 0.0 0.2 0.069
H -23.8331 4.0446 16.7412 0.2 -0.1 -0.1 0.118
H -26.4326 13.7902 3.0067 -0.1 -0.2 0.3 0.085
H -21.7936 2.6707 13.4745 -0.3 -0.1 0.1 0.118
H -19.4810 15.1759 7.9138 0.0 -0.1 0.3 0.097
H -24.0492 4.5160 6.1679 -0.4 0.4 0.0 0.100
H -25.1859 4.6526 10.9323 0.0 0.0 0.0 0.095
H -22.2185 12.5131 13.0044 0.0 -0.3 -0.1 0.065
H -26.1335 7.0382 12.9306 0.2 0.2 0.0 0.147
H -23.6438 16.2610 11.4438 -0.1 -0.4 0.2 0.119
H -22.2365 10.9833 17.1642 -0.3 0.1 0.1 0.090
H -22.2487 12.0778 10.5764 0.0 0.0 -0.1 0.071
H -18.0380 13.6797 6.8565 0.0 -0.4 0.3 0.113
H -17.4272 7.3015 6.6078 0.0 0.1 0.0 0.083
H -24.9299 6.0756 4.4283 -0.3 0.1 0.0 0.104
H -21.3165 13.5417 5.0553 0.0 -0.2 -0.3 0.111
H -23.6868 5.2034 3.5203 0.0 0.3 0.1 0.121
H -22.9795 3.6284 10.4329 -0.3 0.1 0.3 0.085
H -19.2274 7.9141 7.9345 0.0 0.8 0.5 0.148
H -21.1526 3.8998 14.5201 0.0 0.5 0.2 0.106
H -27.2133 7.4384 5.7007 0.0 -0.5 0.2 0.110
H -19.8149 3.7843 12.2809 0.5 0.4 0.2 0.107
H -28.7184 8.6748 8.6687 -0.4 0.2 -0.5 0.128
H -20.5311 3.1613 10.0003 -0.2 0.1 0.4 0.073
H -22.0190 9.5431 7.9063 -0.5 -0.2 0.1 0.146
H -22.0620 6.4728 7.0061 -0.1 0.0 -0.1 0.097
H -26.2911 6.1946 6.6647 0.3 0.1 -0.5 0.087
H -25.8721 12.0694 3.0770 -0.4 0.0 0.1 0.079
H -19.9858 4.7232 9.3997 0.3 -0.2 -0.1 0.070
H -24.8617 3.3616 15.4456 -0.1 -0.2 0.3 0.114
H -17.3543 7.4800 10.2903 -0.4 -0.2 0.1 0.135
H -25.1175 5.6550 9.4496 0.2 0.1 0.2 0.109
H -28.4828 3.1536 10.4566 0.0 -0.2 0.1 0.096
H -23.9720 10.5701 9.8654 0.2 -0.3 -0.4 0.145
H -19.1350 7.1220 14.7805 0.0 -0.2 0.0 0.090
H -20.9909 11.0147 9.9732 0.4 0.1 -0.2 0.090
H -20.4862 12.8342 7.8703 0.4 0.5 -0.2 0.096
H -18.0612 14.8388 5.6083 -0.5 0.2 -0.3 0.119
H -23.8772 12.7456 4.3573 -0.1 -0.2 0.3 0.117
H -16.2262 7.5343 7.8903 -0.1 0.2 0.1 0.094
H -20.7256 5.1849 11.6968 0.2 0.1 -0.1 0.076
H -24.9443 13.2618 2.2739 0.3 0.2 0.2 0.087
H -28.0363 8.4519 12.8746 0.1 0.3 -0.3 0.140
H -26.3836 12.7341 8.0193 0.4 0.1 0.0 0.093
H -26.0992 7.9397 6.9193 0.0 0.0 0.4 0.064
H -22.8049 4.5109 8.9816 -0.4 0.4 0.1 0.084
H -26.2939 10.9594 8.1815 -0.5 0.0 0.0 0.069
H -22.4449 8.4207 5.5659 0.2 -0.3 -0.1 0.116
```
Positions in Å, forces in eV/Å.

2S+1: 1
Total charge: 0
SMILES: C[C@H]1COC(=O)O1.C[C@H]1COC(=O)O1.C[C@H]1COC(=O)O1.C[C@H]1COC(=O)O1.CCOS(C)(=O)=O.CCOS(C)(=O)=O.CCOS(C)(=O)=O.CCOS(C)(=O)=O.CCOS(C)(=O)=O.C1CCOC1.C1CCOC1.C1CCOC1
Lowest unoccupied orbital energy: -0.5 eV
M: 1245.48 g/mol

=====

Record 4
# C2H7OS

A structure of composition C2H7OS (ωB97M-V/def2-TZVPD, OMol25).

Geometry as XYZ:
```
11
Properties=species:S:1:pos:R:3:forces:R:3:lowdin_charge:R:1
S 1.1112 -0.6578 -0.1168 0.1 -0.1 0.5 0.602
O -0.7032 1.4902 2.5373 0.5 0.1 -0.6 -0.383
C 0.6926 -0.4203 -1.8305 -0.9 -0.2 -0.9 -0.539
C -0.4821 -0.4591 0.7330 0.8 1.2 0.2 -0.546
H -0.3073 -0.8174 -2.0545 0.1 0.0 0.3 0.018
H -1.1961 -0.0712 0.0107 -0.4 -0.6 0.0 -0.024
H 0.6405 0.6357 -2.1051 0.2 0.0 0.0 0.013
H 0.1383 1.9433 2.3819 -0.2 0.1 0.3 -0.071
H -0.5420 0.6714 1.6506 -0.2 -0.5 0.5 -0.038
H -0.6933 -1.3488 1.3159 -0.5 -0.3 -0.4 -0.038
H 1.3414 -0.9661 -2.5225 0.4 0.2 0.2 0.006
```
Positions in Å, forces in eV/Å.

2S+1: 1
Total charge: -1
Lowest unoccupied orbital energy: 3.8 eV
M: 79.14 g/mol

=====

| no. | strongest force on any atom (eV/Å) |
| --- | --- |
| 1 | 0.611 |
| 2 | 3.477 |
| 3 | 4.861 |
| 4 | 1.496 |